Density functional theory data (the ωB97M-V functional and the def2-TZVPD basis) for a cluster of 14 separate species, C36H104N4O14 in total in a non-equilibrium geometry.

As for the total charge: 0. The calculation puts the orbital gap at 9.442 eV. Its multiplicity is 1. Its relative energy (zero: lowest compared OMol25 entry of this formula, charge and spin) is 76.04 kcal/mol. The energy is -73637.088 eV.

Each line ends with the Mulliken charge.
Positions of all 158 atoms, in Å:
C -0.1976 4.9082 -3.3465  -1.3321
C 0.0125 4.3425 -1.9591  1.2494
O -0.3359 5.4093 -1.1398  -0.6432
H 0.3643 5.8272 -3.5136  0.3279
H -1.2216 5.2646 -3.4590  0.3115
H 0.0769 4.2741 -4.1895  0.1533
H 1.0782 4.1667 -1.8122  0.3137
H -0.5190 3.3985 -1.8392  -0.6322
H -0.7580 5.0023 -0.3797  0.4123
C -3.3803 -3.0560 2.0581  -0.5042
C -4.8549 -3.0808 2.1832  -0.4163
O -5.1382 -4.4160 1.9087  -0.5425
H -2.9054 -3.7559 2.7457  0.3488
H -3.0258 -2.0847 2.4030  0.0890
H -2.9758 -3.1648 1.0518  0.1670
H -5.4509 -2.4752 1.5005  0.2615
H -5.1372 -2.8243 3.2043  0.2993
H -6.0807 -4.5629 2.0165  0.3107
C 4.0556 2.0691 -2.7788  -0.6346
C 4.0821 3.3306 -3.6418  -0.3425
O 4.7100 3.1315 -4.9386  -0.5699
H 3.6664 2.3569 -1.8021  0.2903
H 5.0528 1.6678 -2.5984  0.5285
H 3.5430 1.2146 -3.2206  -0.0199
H 4.6786 4.0705 -3.1081  0.3983
H 3.0873 3.7140 -3.8684  0.1146
H 4.6980 3.9683 -5.4089  0.3086
C 6.5218 -3.0523 -3.9571  -1.3431
C 5.5084 -2.0060 -3.5274  -0.0216
O 5.2561 -2.2377 -2.1715  -0.4049
H 6.6860 -2.8670 -5.0186  0.3939
H 6.1521 -4.0693 -3.8257  0.3678
H 7.5025 -2.8944 -3.5084  0.3123
H 4.5709 -2.2470 -4.0285  0.1161
H 5.8691 -1.0417 -3.8852  0.3425
H 4.8881 -3.1120 -2.0242  0.2476
C -3.4028 5.7511 0.5744  -1.4124
C -2.7881 4.5029 1.2538  1.0166
O -1.3998 4.6185 1.1004  -0.7578
H -3.1437 5.7755 -0.4841  0.2659
H -3.0384 6.7001 0.9676  0.4035
H -4.4760 5.5629 0.6066  0.4098
H -3.2560 3.5804 0.9100  -0.6845
H -3.1493 4.5831 2.2791  0.3343
H -1.1635 5.4067 1.5949  0.3410
C -2.6786 0.6272 6.2057  -1.4567
C -2.1783 1.3269 4.9511  0.2708
O -2.4692 0.5275 3.8434  -0.2838
H -3.7358 0.3621 6.2168  0.2990
H -2.4794 1.2438 7.0822  0.4131
H -2.2042 -0.3408 6.3674  0.3291
H -1.0958 1.4104 5.0476  -0.0142
H -2.6005 2.3271 4.8535  0.2656
H -2.0652 0.9404 3.0767  0.1776
C 0.7055 1.3628 -4.8845  -0.6939
C -0.2347 0.3119 -4.3998  1.2943
O -0.7784 -0.2992 -5.4961  -0.6484
H 1.2503 1.6727 -3.9927  -0.1295
H 0.1250 2.1726 -5.3263  0.3321
H 1.4410 0.9223 -5.5577  0.3096
H -1.0307 0.7334 -3.7861  -0.3709
H 0.1880 -0.4792 -3.7804  -0.4102
H -1.7137 -0.3347 -5.2827  0.4166
C -0.2572 -4.0977 0.2257  -0.1899
C -0.2238 -5.4261 0.9421  -0.6791
O -0.3931 -6.4258 0.0149  -0.5258
H 0.5302 -3.9886 -0.5201  -0.1213
H -0.2199 -3.2359 0.8920  0.1589
H -1.1933 -3.8984 -0.2959  0.5799
H -0.9654 -5.4962 1.7378  0.2923
H 0.7686 -5.5610 1.3724  0.1681
H -1.3440 -6.4487 -0.1146  0.3479
C -5.1617 1.6900 1.7033  -0.5039
C -5.7911 0.4790 2.3993  0.0433
O -5.1943 0.3174 3.6705  -0.5367
H -5.0753 2.5605 2.3536  0.2695
H -5.9152 1.9619 0.9641  0.4416
H -4.2632 1.3970 1.1602  -0.1598
H -5.5541 -0.4645 1.9076  -0.3088
H -6.8659 0.6502 2.4576  0.4190
H -4.2378 0.2783 3.5996  0.3998
C 0.9765 -5.4450 -3.0027  -1.3701
C 1.0694 -4.0849 -3.5879  0.5995
O 2.2984 -3.9894 -4.3143  -0.5483
H 1.7633 -5.6648 -2.2812  0.2833
H 1.0348 -6.2148 -3.7722  0.4251
H 0.0152 -5.6011 -2.5131  0.3106
H 0.9358 -3.2267 -2.9293  -0.2498
H 0.2545 -3.9298 -4.2951  0.3173
H 2.1092 -3.2995 -4.9545  0.2863
C -3.8275 3.5670 -2.1462  -0.1234
C -4.6694 2.9156 -3.2184  0.4513
C -5.4521 1.6710 -2.9243  -0.9495
O -4.4738 0.7213 -2.4528  -0.0096
C -4.9802 -0.6133 -2.3165  -1.0630
N -5.5792 3.9556 -3.6995  -0.7674
H -3.4606 4.5378 -2.4795  0.4651
H -2.9510 2.9828 -1.8662  -0.5912
H -4.4301 3.7901 -1.2657  0.3815
H -4.0279 2.7090 -4.0751  0.1902
H -5.8647 1.3797 -3.8902  0.3758
H -6.2994 1.8096 -2.2528  0.3185
H -4.2347 -1.4040 -2.4004  0.2875
H -5.8258 -0.7787 -2.9841  0.4557
H -5.5664 -0.7609 -1.4094  0.2686
H -6.1005 4.2002 -2.8697  0.3068
H -6.2600 3.5209 -4.3058  0.2774
C 3.9996 -4.8412 4.8629  -1.4853
C 5.0869 -4.1158 4.0083  0.4178
C 4.6824 -3.7586 2.5746  -0.9064
O 3.6408 -2.7465 2.4899  -0.3590
C 3.0685 -2.6473 1.1834  -0.6992
N 5.4584 -2.9068 4.7696  -0.7021
H 3.6650 -5.7658 4.3926  0.3568
H 3.1220 -4.2537 5.1328  0.2511
H 4.5111 -5.0190 5.8089  0.4157
H 6.0281 -4.6640 3.9676  0.5058
H 4.3568 -4.6608 2.0568  0.4445
H 5.5417 -3.4843 1.9626  0.4097
H 3.8135 -2.4174 0.4218  0.4462
H 2.3615 -1.8212 1.2594  -0.1066
H 2.5534 -3.5377 0.8228  0.3517
H 4.8269 -2.1642 4.5054  0.0644
H 6.2944 -2.5427 4.3352  0.3479
C 4.0021 0.9281 2.1276  -1.0619
C 3.4177 0.8960 3.4845  0.3496
C 1.8096 0.8901 3.6098  -0.7917
O 1.1591 2.0224 3.0401  -0.4170
C 1.4486 3.2659 3.6945  -0.9484
N 3.9065 -0.3356 4.1465  -0.7057
H 3.6391 1.8579 1.6898  0.3492
H 3.7409 0.1152 1.4501  -0.0636
H 5.0828 0.8854 2.2635  0.4666
H 3.8257 1.7202 4.0696  0.3190
H 1.5222 0.8062 4.6579  0.6036
H 1.4600 0.0440 3.0182  -0.0653
H 1.3174 3.1035 4.7643  0.4071
H 0.7636 3.9913 3.2557  0.1271
H 2.4691 3.6298 3.5753  0.2631
H 3.7389 -1.0549 3.4576  0.6597
H 3.3952 -0.5067 5.0006  0.1951
C -1.7211 0.5037 -0.6408  -0.8144
C -0.7226 0.3801 0.4052  0.5517
C 0.7228 0.3675 -0.1095  0.4788
O 0.9749 -0.7348 -0.9142  0.1742
C 2.2066 -0.6246 -1.6457  -0.3973
N -1.0102 1.3505 1.4142  1.2653
H -2.7196 0.2143 -0.3132  0.3869
H -1.5355 -0.1735 -1.4745  0.3807
H -1.7287 1.4926 -1.0992  -0.8550
H -0.9093 -0.5526 0.9374  -0.4305
H 1.4423 0.3668 0.7093  -0.4281
H 0.9071 1.2922 -0.6563  0.1252
H 2.6479 -1.5830 -1.9195  -0.0603
H 2.9759 -0.0788 -1.0995  0.2641
H 2.1222 -0.0417 -2.5628  -0.2274
H -0.1382 1.5201 1.8947  -0.2275
H -1.0287 2.2130 0.8890  -0.3234

Atomic forces in eV per Å
C -0.0271 0.2303 -1.0442
C 1.1883 0.8371 -1.7876
O -0.5551 0.0239 0.7370
H 0.3873 0.0013 0.4406
H -0.2471 -0.4297 -0.0169
H -0.1662 -0.3564 0.1307
H 0.2642 -0.5416 -0.0470
H -0.3614 0.0611 0.3968
H -0.2009 0.3212 0.6386
C 1.3787 1.8665 0.2287
C -0.1391 -0.4219 0.1789
O -1.1056 -1.6758 -0.1573
H -0.2426 -0.2892 -0.1797
H 0.1861 0.2990 -0.0044
H -0.3080 -0.3286 -0.0464
H 0.4529 0.5107 -0.1535
H -0.0901 0.1857 0.1558
H -0.1005 -0.1842 -0.0256
C 0.5461 0.0809 -0.5886
C 0.5673 -0.1510 -0.8411
O -0.0531 -0.6617 0.7122
H -0.3332 -0.2415 -0.0307
H 0.2996 0.3549 -0.0364
H -0.4314 0.4078 -0.0182
H -0.2199 0.2595 0.1514
H -0.2283 0.0165 0.5362
H -0.0479 0.0514 0.0597
C 0.3026 0.6865 -1.2388
C -0.1727 -2.6729 -0.9299
O 0.0356 1.7567 1.8891
H 0.0747 -0.4210 -0.3252
H 0.1104 0.0420 0.1110
H -0.1584 -0.1618 0.3971
H -0.0835 0.3904 -0.5964
H -0.2323 0.4200 1.1778
H 0.0305 -0.0566 -0.4921
C -0.2538 -1.4627 -0.8206
C -1.8019 2.1826 -0.1049
O 0.5818 -1.2273 0.8653
H 0.1143 -0.1291 -0.0584
H -0.4006 -0.1098 0.4925
H -0.2410 0.8586 0.2165
H 0.8249 -0.1050 -0.5467
H 0.6315 -0.2626 0.5444
H 0.3335 0.1086 0.0224
C -0.1816 -0.1791 0.3753
C 0.0708 -0.5064 1.0583
O -0.3727 -0.4984 -0.2211
H -0.1992 0.4871 -0.3713
H 0.0070 0.0315 0.0438
H 0.4564 0.0868 -0.1857
H 0.2479 0.2870 -0.0197
H -0.1525 0.1417 0.0048
H 0.3345 0.0892 -0.9754
C 0.5599 -0.1897 1.0767
C 0.2855 0.1033 1.2216
O -1.8228 -0.9881 -1.6421
H 0.1862 0.6883 -0.0969
H 0.3786 0.0259 -0.1159
H -0.1500 0.1865 -0.2500
H -0.0173 0.4034 0.2096
H 0.7079 0.2017 0.3153
H -0.1759 -0.4388 -0.6648
C -0.3920 1.2180 0.1494
C 0.8361 1.3958 0.4449
O -0.6600 -1.5891 -0.7942
H 0.1139 -0.1692 0.1296
H 0.4206 -0.0055 0.3120
H -0.2451 -0.4989 -0.1959
H -0.0276 0.1539 0.1881
H 0.0123 -0.0323 0.2609
H -0.0860 -0.4158 -0.4544
C -1.2117 -0.6606 -0.9691
C 1.6845 0.3681 0.5258
O -1.5290 0.0023 1.0474
H 0.3470 -0.2849 0.1995
H 0.1791 0.3317 -0.5164
H 0.2662 0.3875 0.2919
H -0.5326 0.2297 -0.8875
H 0.0330 -0.3428 0.5159
H 0.6243 0.0823 -0.1774
C -0.3651 -0.7352 0.5763
C -0.2660 0.3685 -0.9732
O -0.1135 0.4206 0.0946
H 0.0100 0.1481 0.0899
H 0.1281 0.1684 -0.2083
H 0.0698 0.1081 0.2028
H 0.3574 -0.1879 0.7357
H -0.2651 -0.2781 -0.2440
H 0.5009 0.0855 -0.2674
C 0.2175 -0.1152 0.4206
C 0.2880 1.2580 -0.9353
C 1.5199 -0.8117 0.2454
O -0.7924 -0.8436 -0.1145
C -1.3745 0.5707 0.1245
N -0.2886 -0.0039 0.2722
H -0.0557 -0.0713 -0.3398
H -0.2398 -0.1391 0.1235
H -0.0574 -0.2380 0.2487
H 0.2692 -0.3390 0.0487
H -0.1433 -0.5285 -0.1175
H 0.0902 0.0676 0.5057
H 0.1943 0.4630 -0.1247
H 0.4178 -0.1412 -1.0419
H 0.6063 0.2256 0.9199
H -0.4335 0.5666 0.0882
H -0.2220 0.0774 -0.3766
C 1.0662 0.0230 -0.4021
C -1.0497 1.3000 0.6139
C -0.5772 -0.4574 -0.5240
O 0.6678 -1.2635 -0.2201
C 0.2151 0.4047 0.3794
N 0.1440 0.1532 -0.4720
H 0.0558 -0.1019 0.1278
H 0.1090 0.3706 -0.4799
H -0.1653 -0.4341 0.0202
H -0.3449 -0.6705 -0.1843
H -0.5474 -0.2994 0.0604
H 0.3186 0.6695 0.1974
H 0.3013 0.2500 0.0134
H -0.1012 -0.1061 -0.2564
H -0.1381 -0.2824 0.4599
H -0.3928 0.0498 0.4288
H 0.6230 0.0044 0.1590
C -0.0909 0.6992 -0.6716
C -1.5370 -1.2313 2.2000
C 1.7645 0.7626 -1.1069
O 0.8781 0.5283 0.2240
C -0.1920 -0.7828 -0.1130
N -0.1295 1.0838 -0.5133
H 0.5042 0.1130 -0.4993
H -0.2967 -0.1955 0.2389
H 0.0427 0.3618 -0.3202
H -0.1696 0.3168 -0.0801
H 0.0454 -0.1962 0.1830
H -0.1493 -0.2102 0.2459
H -0.3620 0.3792 0.1997
H -0.0330 -0.0088 0.3351
H 0.1707 -0.2127 -0.3855
H -0.1799 -0.6709 0.3183
H -0.0907 -0.2780 0.0671
C -1.1940 -0.6636 -2.2378
C 0.6705 -2.0686 0.9984
C -0.1732 0.7608 0.3507
O 0.6536 -0.9892 -1.1328
C 0.0708 0.3890 0.1533
N 0.7226 1.5157 0.0054
H -0.0726 0.4505 0.2210
H 0.2579 -0.1597 -0.0653
H -0.1506 0.2302 0.1918
H 0.3244 -0.6896 -0.3113
H 0.0116 0.1060 0.4558
H -0.0196 0.4321 -0.2913
H -0.4818 -0.2281 0.2626
H 0.0207 -0.0956 0.5426
H -0.6276 -0.0372 -0.1314
H 0.1217 -0.0977 0.9064
H -0.6502 0.8161 0.0599